Record 1
A 2-piece molecular cluster, C7H7BrS overall in a non-equilibrium geometry, computed with ωB97M-V with the def2-TZVPD basis set.

Summary:
* frontier orbital gap: 8.060 eV
* SMILES: S=Cc1ccccc1.Br
* energy above the lowest of the compared OMol25 structures with the same formula, charge and spin: 0.0 kJ/mol
* HOMO: -8.672 eV

```
! wB97M-V def2-TZVPD RIJCOSX def2/J DEFGRID3
* xyz 0 1
S 1.946 -3.512 0.137
C 0.871 -2.348 -0.019
C 1.142 -0.972 0.331
C 0.410 0.115 -0.207
C 0.773 1.355 0.178
C 1.827 1.561 1.083
C 2.433 0.454 1.608
C 2.064 -0.800 1.311
H -0.219 -2.455 -0.372
H -0.187 -0.027 -1.102
H 0.267 2.248 -0.111
H 2.223 2.514 1.300
H 3.130 0.612 2.454
H 2.606 -1.624 1.680
Br -4.155 -0.984 -0.618
H -5.401 -1.466 -0.994
*
```

Record 2
A 2-piece molecular cluster, C2H5Cl2 overall in a non-equilibrium geometry, computed with ωB97M-V with the def2-TZVPD basis set.

Summary:
* frontier orbital gap (alpha / beta): 8.682 / 11.324 eV
* energy above the lowest of the compared OMol25 structures with the same formula, charge and spin: 6.8 kJ/mol
* HOMO (alpha / beta): -7.859 / -10.965 eV

```
! wB97M-V def2-TZVPD RIJCOSX def2/J DEFGRID3
* xyz 0 2
Cl -0.783 -0.488 1.764
H 0.246 0.263 1.722
C -2.949 1.382 -1.961
C -3.972 1.569 -0.903
Cl -1.707 2.497 -2.226
H -2.629 0.361 -2.166
H -3.939 0.574 -0.435
H -3.600 2.395 -0.283
H -4.995 1.757 -1.274
*
```

Record 3
A 2-piece molecular cluster, CH8N2S2 overall in a non-equilibrium geometry, computed with ωB97M-V with the def2-TZVPD basis set.

Summary:
* frontier orbital gap: 8.935 eV
* SMILES: NCN.SS
* energy above the lowest of the compared OMol25 structures with the same formula, charge and spin: 96.5 kJ/mol
* HOMO: -9.442 eV

```
! wB97M-V def2-TZVPD RIJCOSX def2/J DEFGRID3
* xyz 0 1
N -1.983 -1.270 1.016
C -1.547 -1.726 -0.333
N -2.699 -1.952 -1.210
H -2.410 -0.282 0.824
H -1.203 -1.182 1.647
H -1.025 -2.642 -0.016
H -0.861 -1.033 -0.867
H -3.557 -1.490 -0.954
H -2.914 -2.938 -1.286
S 2.471 0.575 -0.108
S 0.748 1.911 0.411
H 2.911 1.479 -0.954
H -0.397 1.219 0.121
*
```

Record 4
One molecule with the formula C6H10FN in a non-equilibrium geometry, computed with ωB97M-V with the def2-TZVPD basis set.

Summary:
* frontier orbital gap: 10.100 eV
* SMILES: CN[C@H]1CCC=C1F
* energy above the lowest of the compared OMol25 structures with the same formula, charge and spin: 64.1 kJ/mol
* HOMO: -9.030 eV

```
! wB97M-V def2-TZVPD RIJCOSX def2/J DEFGRID3
* xyz 0 1
C -2.443 -0.093 -0.328
N -1.092 -0.629 -0.360
C -0.155 -0.196 0.656
C 1.241 -0.853 0.614
C 1.978 -0.113 -0.547
C 1.440 1.314 -0.386
C 0.260 1.188 0.245
F -0.664 2.168 0.341
H -2.860 -0.154 0.756
H -3.063 -0.588 -1.060
H -2.435 0.935 -0.704
H -1.205 -1.622 -0.122
H -0.582 -0.218 1.663
H 1.124 -1.843 0.324
H 1.796 -0.757 1.566
H 1.793 -0.539 -1.521
H 3.042 -0.235 -0.333
H 1.824 2.236 -0.804
*
```

Record 5
An isolated ion of composition C3H6NO2 and charge -1 in a non-equilibrium geometry, computed with ωB97M-V with the def2-TZVPD basis set.

Summary:
* frontier orbital gap: 6.545 eV
* SMILES: O=CNCC[O-]
* energy above the lowest of the compared OMol25 structures with the same formula, charge and spin: 247.7 kJ/mol
* HOMO: -2.527 eV

```
! wB97M-V def2-TZVPD RIJCOSX def2/J DEFGRID3
* xyz -1 1
O 2.514 0.054 -0.682
C 1.880 0.074 0.356
N 0.654 0.680 0.521
C -0.529 -0.233 0.560
C -1.342 -0.119 -0.774
O -2.139 -1.152 -1.058
H 2.260 -0.454 1.240
H 0.505 1.408 -0.167
H -1.161 0.145 1.379
H -0.276 -1.260 0.833
H -0.490 -0.003 -1.517
H -1.875 0.860 -0.694
*
```

Record 6
A 2-piece molecular cluster, C11H14N2O overall in a non-equilibrium geometry, computed with ωB97M-V with the def2-TZVPD basis set.

Summary:
* frontier orbital gap: 8.914 eV
* SMILES: Cc1ccc(O)cc1.Cc1c[nH]cn1
* energy above the lowest of the compared OMol25 structures with the same formula, charge and spin: 120.5 kJ/mol
* HOMO: -8.438 eV

```
! wB97M-V def2-TZVPD RIJCOSX def2/J DEFGRID3
* xyz 0 1
C -0.368 3.604 -1.155
C 0.185 2.236 -1.441
C -0.555 1.283 -2.152
C -0.110 -0.001 -2.372
C 1.153 -0.367 -1.908
O 1.544 -1.648 -2.178
C 1.930 0.554 -1.246
C 1.416 1.832 -0.966
H 0.060 4.320 -1.862
H -0.104 3.950 -0.160
H -1.453 3.652 -1.256
H -1.537 1.595 -2.486
H -0.707 -0.692 -2.946
H 2.330 -1.938 -1.700
H 2.873 0.315 -0.767
H 2.096 2.514 -0.478
C -1.983 0.539 1.876
C -1.212 -0.729 2.032
C -0.141 -1.197 1.324
N 0.268 -2.320 2.002
C -0.544 -2.477 3.076
N -1.443 -1.539 3.115
H -1.394 1.246 1.284
H -2.104 1.046 2.833
H -2.944 0.386 1.386
H 0.172 -1.098 0.293
H 1.014 -2.927 1.700
H -0.413 -3.354 3.697
*
```

Record 7
C16H45Li2O11 as an isolated structure in a non-equilibrium geometry, computed with ωB97M-V with the def2-TZVPD basis set.

Summary:
* frontier orbital gap (alpha / beta): 7.464 / 1.826 eV
* HOMO (alpha / beta): -13.634 / -13.634 eV

```
! wB97M-V def2-TZVPD RIJCOSX def2/J DEFGRID3
* xyz 2 2
Li -15.193 9.447 9.870
Li -14.280 7.756 12.059
C -11.406 8.620 8.806
C -12.581 7.773 9.434
O -13.442 8.452 10.295
H -11.757 9.629 8.590
H -11.090 8.153 7.873
H -10.454 8.698 9.331
H -12.165 6.820 9.760
H -13.166 7.354 8.615
C -13.437 4.739 7.264
C -14.101 3.806 6.173
C -13.174 2.940 5.384
O -14.931 2.781 6.825
H -12.823 5.501 6.785
H -12.844 4.087 7.905
H -14.132 5.297 7.892
H -14.754 4.284 5.444
H -12.513 2.292 5.960
H -12.645 3.547 4.649
H -13.725 2.208 4.794
H -15.714 3.193 7.199
C -8.309 8.113 11.431
C -7.010 8.763 11.924
C -6.061 9.302 10.853
O -7.290 9.958 12.581
H -8.947 8.159 12.314
H -8.198 7.132 10.968
H -8.755 8.711 10.636
H -6.477 8.166 12.663
H -5.555 8.522 10.285
H -5.311 10.010 11.206
H -6.688 9.888 10.181
H -6.429 10.299 12.834
C -11.416 5.634 12.691
C -12.762 4.896 12.632
O -13.776 5.895 12.599
O -11.132 6.015 13.975
H -11.330 6.596 12.186
H -10.496 5.096 12.461
H -13.024 4.253 13.472
H -12.810 4.350 11.689
H -14.593 5.476 12.878
H -11.748 6.718 14.198
C -11.604 9.692 12.739
C -12.285 9.395 14.126
O -13.432 8.618 13.858
O -12.553 10.508 11.997
H -11.310 8.800 12.186
H -10.692 10.265 12.904
H -12.597 10.289 14.667
H -11.601 8.911 14.823
H -14.028 8.800 14.588
H -12.836 9.959 11.262
C -7.251 7.754 6.736
C -6.677 8.410 5.418
O -5.384 8.025 5.008
O -8.622 8.165 6.826
H -6.894 8.157 7.684
H -7.214 6.668 6.821
H -6.593 9.458 5.707
H -7.491 8.374 4.695
H -4.697 8.473 5.507
H -8.942 7.941 7.703
C -13.416 8.166 5.487
C -14.773 7.506 5.848
O -15.889 8.247 5.418
O -13.419 8.406 4.085
H -12.610 7.453 5.660
H -13.132 9.085 6.001
H -14.831 7.402 6.932
H -14.915 6.568 5.312
H -15.947 8.356 4.466
H -13.029 9.268 3.925
*
```

Record 8
A 3-piece molecular cluster, C5H7NO overall in a non-equilibrium geometry, computed with ωB97M-V with the def2-TZVPD basis set.

Summary:
* frontier orbital gap: 10.176 eV
* energy above the lowest of the compared OMol25 structures with the same formula, charge and spin: 503.2 kJ/mol
* HOMO: -9.444 eV

```
! wB97M-V def2-TZVPD RIJCOSX def2/J DEFGRID3
* xyz 0 1
N 2.394 -1.651 0.558
C 1.460 -1.820 1.243
O 1.722 0.738 -1.095
C 0.963 1.556 -0.636
C -1.627 0.627 0.462
C -1.641 -0.453 -0.583
C -1.339 -0.561 0.883
H 3.136 -1.429 -0.072
H 0.147 2.000 -1.239
H 1.039 1.915 0.408
H -1.789 1.674 0.672
H -0.823 -0.528 -1.308
H -2.594 -0.830 -0.964
H -1.048 -1.237 1.671
*
```

Record 9
C26H42BrCdNOP2 as an isolated structure in a non-equilibrium geometry, computed with ωB97M-V with the def2-TZVPD basis set.

Summary:
* frontier orbital gap (alpha / beta): 1.312 / 3.424 eV
* HOMO (alpha / beta): -11.613 / -11.588 eV

```
! wB97M-V def2-TZVPD RIJCOSX def2/J DEFGRID3
* xyz 2 1
C -0.622 7.215 -3.300
C -0.798 5.860 -3.621
C -1.111 5.500 -4.936
C -1.224 6.516 -5.893
N -1.045 7.793 -5.573
C -0.755 8.158 -4.329
C -0.671 4.840 -2.610
C -0.604 3.974 -1.753
C -0.669 3.062 -0.670
C 0.369 3.078 0.269
C 0.352 2.120 1.302
C -0.679 1.182 1.298
C -1.773 1.220 0.450
C -1.743 2.154 -0.600
Cd -0.313 -0.720 2.094
P 2.105 -1.306 1.790
H -1.252 4.440 -5.166
H -0.386 7.480 -2.270
H -1.462 6.232 -6.914
H -0.612 9.206 -4.085
H -2.493 2.203 -1.377
H 1.173 3.823 0.158
H -2.641 0.552 0.518
H 1.201 2.143 2.018
C 2.515 -2.883 2.642
C 3.433 -3.873 1.944
H 1.537 -3.355 2.836
H 2.932 -2.605 3.623
H 3.567 -4.745 2.596
H 2.999 -4.229 1.006
H 4.422 -3.450 1.755
C 2.081 -1.465 -0.046
C 3.047 -0.607 -0.855
H 1.051 -1.178 -0.333
H 2.183 -2.530 -0.307
H 2.833 -0.766 -1.920
H 2.917 0.466 -0.657
H 4.095 -0.876 -0.674
C 3.397 -0.104 2.285
C 4.834 -0.637 2.314
H 3.096 0.249 3.288
H 3.330 0.768 1.615
H 5.523 0.189 2.537
H 4.973 -1.398 3.096
H 5.141 -1.074 1.353
Br -2.395 -1.081 3.572
P -2.440 -3.279 -0.948
C -0.623 -3.515 -0.903
C -0.225 -4.957 -1.229
H -0.283 -3.226 0.102
H -0.187 -2.812 -1.628
H 0.838 -5.009 -1.492
H -0.403 -5.614 -0.372
H -0.806 -5.344 -2.074
C -2.985 -3.108 0.782
C -4.376 -3.684 1.054
H -2.953 -2.039 1.028
H -2.224 -3.615 1.389
H -4.515 -3.768 2.134
H -5.157 -3.032 0.654
H -4.487 -4.681 0.607
C -2.697 -1.646 -1.738
C -2.986 -1.753 -3.242
H -1.812 -1.025 -1.550
H -3.556 -1.194 -1.220
H -3.390 -0.808 -3.622
H -2.077 -1.989 -3.809
H -3.719 -2.544 -3.445
C -0.205 1.067 5.522
O 0.224 0.967 4.160
H 0.542 0.535 6.119
H -1.180 0.580 5.660
H -0.266 2.118 5.849
H 0.092 1.835 3.745
*
```

Record 10
C6H12O as an isolated structure, computed with ωB97M-V with the def2-TZVPD basis set.

Summary:
* frontier orbital gap: 7.948 eV
* energy above the lowest of the compared OMol25 structures with the same formula, charge and spin: 753.7 kJ/mol
* HOMO: -7.108 eV

```
! wB97M-V def2-TZVPD RIJCOSX def2/J DEFGRID3
* xyz 0 1
C 1.657 -0.075 -1.279
C 1.314 0.567 0.054
O 0.995 1.978 -0.107
C -0.428 1.744 0.004
C -0.023 0.521 0.786
C -1.012 -1.007 1.526
C -1.124 -0.965 -0.256
H 2.595 0.358 -1.647
H 1.799 -1.157 -1.163
H 0.891 0.106 -2.041
H 2.164 0.449 0.743
H -0.901 1.651 -0.991
H -0.920 2.535 0.579
H -0.108 -1.296 2.062
H -1.613 -1.933 1.451
H -1.588 -0.319 2.142
H -0.747 -1.966 -0.454
H -0.784 -0.343 -1.079
H -2.212 -0.944 -0.308
*
```

Record 11
C10H9F5NO3TcTe as an isolated structure in a non-equilibrium geometry, computed with ωB97M-V with the def2-TZVPD basis set.

Summary:
* frontier orbital gap (alpha / beta): 7.568 / 5.395 eV
* energy above the lowest of the compared OMol25 structures with the same formula, charge and spin: 57.7 kJ/mol
* HOMO (alpha / beta): -12.654 / -13.364 eV

```
! wB97M-V def2-TZVPD RIJCOSX def2/J DEFGRID3
* xyz 1 4
Tc 0.929 0.146 -2.475
N 1.249 -1.803 -1.850
C 1.187 -2.582 -3.171
C 1.600 -1.706 -4.415
O 1.667 -2.105 -5.554
O 2.013 -0.483 -4.087
H 2.170 -1.987 -1.377
H 0.462 -2.161 -1.268
H 0.127 -2.800 -3.367
H 1.755 -3.517 -3.225
F -1.926 5.233 -2.108
Te -1.675 4.124 -0.515
F 1.432 1.972 -2.535
F -3.323 4.896 -0.200
F -1.823 2.549 -1.613
F -2.392 2.955 0.944
O -0.683 0.114 -2.966
C 0.356 0.193 -0.614
C 0.143 0.142 0.602
C 0.067 -0.039 1.992
C -0.621 0.959 2.809
C -0.949 0.741 4.155
C -0.626 -0.503 4.710
C 0.049 -1.500 3.999
C 0.554 -1.162 2.736
H -0.870 1.864 2.234
H -1.471 1.461 4.793
H -0.916 -0.734 5.720
H 0.250 -2.431 4.446
H 1.264 -1.834 2.203
*
```

Record 12
C35H28CrN6O5S as an isolated structure, computed with ωB97M-V with the def2-TZVPD basis set.

Summary:
* frontier orbital gap (alpha / beta): 7.609 / 7.521 eV
* energy above the lowest of the compared OMol25 structures with the same formula, charge and spin: 30.3 kJ/mol
* HOMO (alpha / beta): -5.756 / -5.658 eV

```
! wB97M-V def2-TZVPD RIJCOSX def2/J DEFGRID3
* xyz -1 2
Cr 0.291 -0.297 0.313
C 5.482 -2.391 3.557
C 4.014 -2.063 3.558
C 3.587 -0.739 3.475
C 2.241 -0.420 3.496
C 1.311 -1.444 3.596
C 1.707 -2.768 3.672
C 3.060 -3.071 3.654
S -0.406 -1.049 3.672
O -0.566 0.112 4.516
O -1.119 -2.242 4.067
N -0.719 -0.679 2.131
C -1.831 0.032 1.788
C -2.908 0.476 2.574
C -3.890 1.210 1.947
C -3.810 1.511 0.585
C -2.718 1.044 -0.115
N -1.776 0.308 0.470
H 6.033 -1.695 2.923
H 5.659 -3.402 3.186
H 5.895 -2.329 4.567
H 4.319 0.054 3.370
H 1.909 0.606 3.402
H 0.954 -3.543 3.755
H 3.378 -4.107 3.705
H -2.937 0.261 3.631
H -4.733 1.569 2.526
H -4.568 2.100 0.089
H -2.574 1.254 -1.168
C 4.642 -0.383 0.033
C 4.909 -1.749 -0.028
C 3.864 -2.645 0.072
C 2.555 -2.173 0.215
C 2.258 -0.806 0.264
C 3.342 0.074 0.179
C 1.398 -3.060 0.293
C 1.529 -4.454 0.534
C 0.427 -5.229 0.650
C -0.851 -4.651 0.463
C -2.034 -5.415 0.519
C -3.247 -4.838 0.270
C -3.308 -3.474 -0.067
C -2.174 -2.709 -0.115
C -0.915 -3.268 0.182
N 0.213 -2.480 0.163
H 5.457 0.330 -0.036
H 5.924 -2.105 -0.155
H 4.072 -3.707 0.015
H 3.182 1.143 0.242
H 2.516 -4.871 0.665
H 0.503 -6.288 0.871
H -1.958 -6.470 0.755
H -4.155 -5.426 0.314
H -4.264 -3.020 -0.297
H -2.227 -1.671 -0.396
C 0.532 4.813 -0.087
C 0.813 3.372 -0.501
C 1.962 3.291 -1.504
O -0.361 2.785 -1.049
C 1.244 2.573 0.748
O 2.069 3.067 1.495
O 0.729 1.398 0.900
H 0.284 5.407 -0.972
H 1.400 5.246 0.406
H -0.317 4.839 0.598
H 1.716 3.875 -2.396
H 2.124 2.253 -1.802
H 2.877 3.686 -1.065
H -0.486 3.133 -1.942
N 0.369 -0.063 -1.659
C 0.172 0.160 -2.777
C -0.107 0.432 -4.105
C 0.286 -0.453 -5.137
N 0.606 -1.173 -5.980
C -0.725 1.673 -4.387
N -1.247 2.682 -4.603
*
```